Record 1
ORCA calculation (wB97M-V/def2-TZVPD) on a structure of composition C26H25F4IrN3O5.

Geometry as XYZ:
```
64
Properties=species:S:1:pos:R:3:lowdin_charge:R:1
Ir 3.746 -1.071 0.153 1.741
F -2.729 -1.560 2.594 0.087
C -2.335 -0.802 1.558 -0.178
C -1.041 -0.909 1.137 0.105
C -0.571 -0.098 0.098 -0.046
C 0.812 -0.203 -0.335 -0.264
O 1.552 -1.074 0.215 -0.116
C 1.207 0.666 -1.383 -0.021
C 0.279 1.512 -1.942 0.072
N -0.984 1.628 -1.527 0.030
C -1.878 2.560 -2.195 -0.250
C -2.348 3.774 -1.448 -0.085
C -1.365 3.913 -2.571 -0.066
C -1.452 0.814 -0.498 -0.099
C -2.783 0.878 -0.077 0.071
C -3.251 0.084 0.961 -0.124
N -4.600 0.188 1.356 -0.090
C -5.236 -0.853 2.163 -0.123
C -6.747 -0.583 2.203 -0.069
N -7.129 0.201 0.982 0.063
C -6.549 1.594 1.033 -0.064
C -5.151 1.503 1.655 -0.118
C 2.576 0.734 -1.984 -0.524
O 2.768 1.166 -3.084 0.147
O 3.577 0.348 -1.182 -0.178
H -0.371 -1.601 1.628 0.147
H 0.574 2.138 -2.773 0.159
H -2.565 2.067 -2.872 0.161
H -1.965 3.914 -0.446 0.119
H -3.367 4.100 -1.606 0.109
H -0.350 4.170 -2.302 0.117
H -1.701 4.319 -3.513 0.120
H -3.465 1.548 -0.579 0.115
H -4.877 -0.885 3.194 0.136
H -5.038 -1.823 1.709 0.140
H -7.041 0.022 3.058 0.141
H -7.320 -1.507 2.219 0.144
H -8.144 0.243 0.880 0.190
H -6.757 -0.277 0.160 0.186
H -7.224 2.212 1.622 0.142
H -6.525 1.964 0.010 0.137
H -5.199 1.665 2.738 0.142
H -4.522 2.289 1.246 0.129
F 6.666 -0.517 3.918 0.195
C 5.371 -0.254 3.855 -0.571
F 4.724 -1.026 4.733 0.182
F 5.162 1.021 4.164 0.190
C 4.816 -0.552 2.450 -0.518
O 3.665 -0.135 2.152 -0.034
O 5.476 -1.229 1.628 -0.025
C 3.881 -3.271 -0.485 -0.098
C 4.978 -2.820 -1.267 -0.368
C 4.779 -2.371 -2.617 -0.043
C 5.838 -1.964 -3.377 -0.039
C 7.137 -1.982 -2.842 -0.007
C 7.365 -2.429 -1.535 -0.034
C 6.319 -2.838 -0.752 -0.036
H 4.088 -3.797 0.443 0.083
H 2.947 -3.516 -0.974 0.075
H 3.774 -2.371 -3.023 0.125
H 5.681 -1.630 -4.393 0.123
H 7.969 -1.653 -3.449 0.122
H 8.372 -2.453 -1.143 0.124
H 6.483 -3.179 0.260 0.120
```

Output
- Highest occupied orbital energy (alpha / beta): -0.4490 / -0.5173 Eh
- Total charge: +2
- 2S+1: 6
- Relative energy (zero: lowest compared OMol25 entry of this formula, charge and spin): 0.011 eV
- LUMO (alpha / beta): -0.201 / -0.271 Ha

Record 2
ORCA calculation (wB97M-V/def2-TZVPD) on the molecule C4H6N4.

Geometry as XYZ:
```
14
Properties=species:S:1:pos:R:3:lowdin_charge:R:1
C 1.659 -0.370 -0.216 -0.077
C -0.147 1.384 -0.217 -0.191
C -0.808 -0.941 -0.042 -0.440
C -2.215 -0.479 -0.115 -0.158
H 2.167 -1.332 -0.775 0.118
H 2.180 -0.520 0.802 0.090
H 2.120 0.588 -0.760 0.095
H 0.478 1.921 -0.832 0.077
H -1.172 2.649 0.861 0.136
H 0.490 -2.107 0.880 0.091
N 0.132 -0.001 -0.618 -0.098
N -0.918 1.489 0.941 0.086
N -0.600 -2.065 0.607 0.135
N -3.366 -0.216 -0.518 0.137
```

Output
- Highest occupied orbital energy: -0.3810 Eh
- 2S+1: 1
- Relative energy (zero: lowest compared OMol25 entry of this formula, charge and spin): 5.552 eV
- LUMO: -0.003 Ha

Record 3
ORCA calculation (wB97M-V/def2-TZVPD) on a structure of composition C3H5Cl2N.

Geometry as XYZ:
```
11
Properties=species:S:1:pos:R:3:lowdin_charge:R:1
C 0.159 -1.190 0.016 -0.201
C 0.362 1.514 0.150 -0.704
C -0.411 0.502 -0.681 -0.696
N -0.433 -2.201 -0.268 0.104
Cl 2.088 1.317 -0.084 0.582
Cl -2.152 0.478 -0.332 0.563
H 1.111 -0.962 0.567 0.070
H 0.108 2.603 0.083 0.085
H 0.163 1.275 1.237 0.083
H -0.265 0.474 -1.787 0.087
H -0.147 -3.077 -0.014 0.028
```

Output
- Highest occupied orbital energy: -0.3376 Eh
- 2S+1: 1
- Relative energy (zero: lowest compared OMol25 entry of this formula, charge and spin): 1.507 eV
- LUMO: 0.033 Ha

Record 4
ORCA calculation (wB97M-V/def2-TZVPD) on a structure of composition C4H11N2.

Geometry as XYZ:
```
17
Properties=species:S:1:pos:R:3:lowdin_charge:R:1
C 0.896 -0.100 -1.098 -0.109
C -0.676 -0.419 0.170 -0.341
C -1.962 0.378 -0.119 0.016
C 1.393 0.226 1.256 0.031
N -0.026 -1.230 -0.865 0.060
N 0.445 0.529 0.157 -0.073
H 1.976 -0.396 -1.013 0.146
H 0.780 0.536 -1.957 0.134
H -0.669 -1.101 1.090 0.177
H -1.905 0.603 -1.192 0.109
H -2.066 1.134 0.634 0.093
H -2.750 -0.290 0.047 0.072
H 0.734 0.023 2.099 0.113
H 2.102 -0.561 1.038 0.112
H 2.164 0.958 1.400 0.107
H -0.559 -1.772 -1.554 0.148
H 0.123 1.483 -0.093 0.206
```

Output
- Highest occupied orbital energy: -0.5155 Eh
- Total charge: +1
- 2S+1: 1
- Relative energy (zero: lowest compared OMol25 entry of this formula, charge and spin): 2.955 eV
- LUMO: -0.113 Ha

Record 5
ORCA calculation (wB97M-V/def2-TZVPD) on a structure of composition C47H55BCl2CrN6O2PS3.

Geometry as XYZ:
```
118
Properties=species:S:1:pos:R:3:lowdin_charge:R:1
Cr 1.508 1.428 0.289 0.124
C 1.045 1.504 -4.961 -0.058
C -0.050 1.146 -4.023 -0.230
C -1.344 0.933 -4.411 0.093
C -2.329 0.645 -3.432 -0.188
N -2.015 0.589 -2.168 0.189
N -0.764 0.775 -1.768 0.021
B -0.581 0.777 -0.249 -0.664
N -1.594 1.736 0.397 -0.022
N -2.751 1.222 0.760 0.188
C -3.666 1.976 1.309 -0.188
C -3.436 3.353 1.529 0.097
C -2.233 3.904 1.166 -0.221
C -1.866 5.323 1.417 -0.045
C -1.278 3.036 0.572 -0.558
S 0.290 3.497 0.128 0.921
C -4.950 1.255 1.654 -0.542
C -4.593 -0.013 2.440 -0.035
C -5.918 2.112 2.467 -0.049
C -5.610 0.865 0.325 -0.032
N -0.719 -0.558 0.443 -0.030
N -1.197 -1.617 -0.192 0.136
C -1.382 -2.745 0.449 -0.211
C -1.162 -2.827 1.840 0.092
C -0.670 -1.735 2.520 -0.219
C -0.378 -1.783 3.978 -0.030
C -0.376 -0.585 1.762 -0.530
S 0.477 0.755 2.400 0.886
C -1.792 -3.967 -0.343 -0.541
C -0.553 -4.867 -0.476 -0.029
C -2.287 -3.559 -1.731 -0.047
C -2.902 -4.743 0.381 -0.037
C 0.244 1.061 -2.629 -0.566
S 1.812 1.370 -2.069 0.813
C -3.794 0.468 -3.765 -0.540
C -4.030 0.281 -5.262 -0.051
C -4.515 1.732 -3.280 -0.028
C -4.341 -0.758 -3.031 -0.043
H 0.684 1.585 -5.981 0.089
H 1.834 0.756 -4.916 0.088
H 1.489 2.450 -4.652 0.087
H -1.611 1.012 -5.451 0.121
H -4.182 3.969 2.002 0.122
H -2.678 5.861 1.899 0.089
H -1.608 5.815 0.480 0.092
H -0.981 5.364 2.052 0.091
H -4.104 0.243 3.377 0.091
H -3.922 -0.634 1.855 0.065
H -5.497 -0.573 2.660 0.089
H -5.473 2.433 3.406 0.092
H -6.803 1.525 2.698 0.092
H -6.238 2.987 1.904 0.086
H -4.918 0.271 -0.265 0.058
H -5.884 1.753 -0.243 0.088
H -6.508 0.283 0.509 0.093
H -1.348 -3.744 2.374 0.133
H -1.198 -2.258 4.511 0.096
H -0.211 -0.785 4.369 0.056
H 0.522 -2.370 4.153 0.081
H 0.245 -4.355 -1.004 0.058
H -0.812 -5.763 -1.034 0.094
H -0.185 -5.172 0.501 0.087
H -1.549 -2.939 -2.230 0.074
H -3.210 -2.997 -1.637 0.070
H -2.472 -4.445 -2.332 0.093
H -2.532 -5.254 1.266 0.078
H -3.304 -5.502 -0.286 0.092
H -3.719 -4.086 0.673 0.092
H -3.793 1.181 -5.822 0.085
H -5.078 0.053 -5.429 0.093
H -3.443 -0.550 -5.648 0.093
H -4.135 2.612 -3.793 0.092
H -4.366 1.861 -2.213 0.062
H -5.578 1.650 -3.482 0.092
H -3.923 -1.666 -3.457 0.082
H -5.421 -0.794 -3.136 0.094
H -4.081 -0.714 -1.979 0.052
Cl 1.428 -1.697 -1.195 0.830
C 3.058 -2.253 -1.117 -0.610
C 3.470 -3.337 -1.875 -0.089
C 4.776 -3.777 -1.757 -0.061
C 5.654 -3.140 -0.893 -0.053
C 5.228 -2.054 -0.153 -0.059
C 3.920 -1.584 -0.260 -0.358
P 3.391 -0.096 0.688 1.070
C 4.973 0.790 0.484 -0.366
C 5.175 1.387 -0.759 -0.095
C 6.384 1.989 -1.047 -0.057
C 7.402 1.992 -0.108 -0.087
C 7.201 1.399 1.128 -0.117
C 5.992 0.798 1.427 -0.124
C 3.404 -0.759 2.382 -0.363
C 3.494 0.122 3.461 -0.127
C 3.493 -0.370 4.753 -0.060
C 3.359 -1.731 4.981 -0.077
C 3.237 -2.605 3.914 -0.090
C 3.260 -2.124 2.616 -0.077
H 2.775 -3.816 -2.546 0.107
H 5.106 -4.619 -2.343 0.111
H 6.674 -3.479 -0.805 0.112
H 5.913 -1.557 0.516 0.109
H 4.385 1.379 -1.500 0.063
H 6.532 2.456 -2.009 0.112
H 8.348 2.458 -0.334 0.108
H 7.985 1.410 1.869 0.110
H 5.842 0.339 2.395 0.107
H 3.558 1.185 3.268 0.100
H 3.594 0.309 5.587 0.112
H 3.341 -2.109 5.993 0.109
H 3.133 -3.666 4.088 0.109
H 3.169 -2.807 1.783 0.106
Cl 5.584 3.959 2.069 0.672
C 4.168 4.597 1.230 -0.453
C 3.306 3.475 0.655 -0.787
O 2.916 3.564 -0.508 -0.112
O 2.979 2.518 1.410 -0.201
H 4.504 5.245 0.423 0.085
H 3.582 5.162 1.955 0.085
```

Output
- Highest occupied orbital energy (alpha / beta): -0.3808 / -0.3878 Eh
- Total charge: +1
- 2S+1: 5
- Relative energy (zero: lowest compared OMol25 entry of this formula, charge and spin): 0.952 eV
- LUMO (alpha / beta): -0.115 / -0.163 Ha

Record 6
ORCA calculation (wB97M-V/def2-TZVPD) on a structure of composition C27H30AlN3O3S5.

Geometry as XYZ:
```
69
Properties=species:S:1:pos:R:3:lowdin_charge:R:1
Al -0.237 0.728 0.506 -0.029
N 3.338 0.417 2.540 0.090
C 2.061 0.287 2.107 -0.758
S 1.869 -0.167 0.413 0.825
N 1.109 0.479 2.972 0.053
N -0.144 0.378 2.393 -0.047
C -1.114 -0.059 3.102 -0.013
C -2.422 -0.380 2.569 -0.128
C -3.398 -0.854 3.454 -0.035
C -4.634 -1.266 3.007 -0.091
C -4.915 -1.211 1.642 -0.074
C -3.970 -0.752 0.745 -0.003
C -2.715 -0.334 1.188 -0.272
O -1.829 0.103 0.296 -0.020
H 4.092 0.158 1.932 0.080
H 3.502 0.554 3.522 0.103
H -0.911 -0.267 4.150 0.145
H -3.157 -0.899 4.511 0.115
H -5.374 -1.634 3.705 0.100
H -5.884 -1.528 1.278 0.105
H -4.177 -0.697 -0.316 0.120
O -0.053 2.305 -0.067 -0.121
C 0.417 3.229 -0.988 -0.547
C -0.462 3.176 -2.238 -0.458
C -1.419 2.260 -2.549 -0.099
C -2.026 2.501 -3.819 -0.178
C -1.517 3.596 -4.438 -0.413
S -0.306 4.351 -3.488 1.065
C 1.855 2.890 -1.364 -0.470
C 2.279 2.170 -2.441 -0.125
C 3.658 1.823 -2.375 -0.183
C 4.249 2.277 -1.238 -0.419
S 3.147 3.137 -0.252 1.049
C 0.295 4.606 -0.360 -0.490
C 1.034 5.731 -0.570 -0.148
C 0.528 6.862 0.136 -0.181
C -0.579 6.563 0.865 -0.413
S -1.012 4.914 0.713 1.084
H -1.710 1.458 -1.885 0.098
H -2.812 1.885 -4.236 0.100
H -1.793 4.016 -5.393 0.062
H 1.624 1.892 -3.257 0.117
H 4.176 1.263 -3.142 0.101
H 5.280 2.177 -0.933 0.064
H 1.896 5.770 -1.221 0.110
H 0.979 7.844 0.103 0.100
H -1.162 7.217 1.495 0.063
C -2.439 -4.156 -1.722 -0.113
C -1.301 -5.019 -1.173 -0.300
C -0.897 -4.629 0.247 -0.347
S -0.065 -3.013 0.300 0.881
O -0.038 -2.642 1.746 -0.530
C 1.611 -3.619 -0.178 -0.352
C 2.527 -3.785 1.030 -0.300
C 3.992 -3.580 0.648 -0.110
H -2.685 -4.444 -2.744 0.071
H -2.172 -3.099 -1.718 0.059
H -3.339 -4.276 -1.113 0.076
H -0.435 -4.954 -1.838 0.096
H -1.610 -6.066 -1.170 0.108
H -0.228 -5.353 0.716 0.093
H -1.773 -4.496 0.885 0.094
H 2.004 -2.870 -0.866 0.062
H 1.475 -4.553 -0.726 0.081
H 2.392 -4.778 1.463 0.110
H 2.230 -3.063 1.791 0.082
H 4.320 -4.315 -0.091 0.074
H 4.640 -3.672 1.522 0.071
H 4.132 -2.585 0.219 0.059
```

Output
- Highest occupied orbital energy: -0.2995 Eh
- 2S+1: 1
- Relative energy (zero: lowest compared OMol25 entry of this formula, charge and spin): 1.317 eV
- LUMO: 0.005 Ha

One value per record, in order, for electronic energy: -55765.9189; -10200.3880; -29725.1058; -7297.9935; -158603.9469; -99875.8132 eV.